Molecular formula: C28H27F5GeIrN3O7Te
Method: DFT, the ωB97M-V functional and the def2-TZVPD basis

The charge is -1. The energy above the lowest of the compared OMol25 structures with the same formula, charge and spin comes out at 71.9 kcal per mole. The value obtained for the LUMO energy (spin up / spin down) is 1.2 / 0.6 eV. The calculation puts the highest occupied orbital energy (spin up / spin down) at -0.1601 / -0.2008 Eh. The multiplicity is 2.

CARTESIAN COORDINATES (ANGSTROEM)
H 0.7928 -3.4093 5.9227
C -0.6669 -5.2943 4.6784
H 2.1603 6.3081 1.5946
H 2.0903 0.9993 -3.7830
C -3.3094 -1.1912 -0.2318
F 1.9343 0.1688 -0.8180
O 4.4319 7.0515 1.3850
Ir 0.8071 0.0109 0.9026
O 0.4735 -0.2265 2.8311
H 5.1087 3.2677 1.0770
H -1.1483 3.7833 0.0642
C -2.9446 1.0256 -1.9821
H -2.2110 -4.1275 1.3352
H 2.0413 -0.7596 -3.9049
C 0.3754 -3.0687 4.9815
H -0.7720 3.1280 -1.5360
C -2.0991 -0.4121 -0.0858
C -1.4240 -6.1692 3.9346
C 2.3869 5.2573 1.4843
H -1.4491 -0.6415 -5.7573
O 0.7414 2.0909 1.3354
Ge -0.3382 0.3542 -3.7528
C -4.0187 0.2521 -2.0771
N 4.7668 5.8873 1.2340
F 0.6766 -2.5795 -3.3775
C -0.5238 0.4964 -1.7997
H -1.3264 -1.8494 -4.4536
C -0.5791 2.1966 -4.4326
C 4.0689 3.5463 1.1919
C -1.8190 0.7459 -1.0162
C 3.7287 4.8680 1.3000
H -5.0971 -1.4886 -1.2829
C -0.7832 -2.1930 2.5576
C -1.5663 -0.8136 -4.6851
C -1.0462 -3.5485 3.0376
H -1.5970 2.5846 -4.3557
C 1.4030 4.3183 1.5236
C -1.8089 -4.4511 2.2854
O -1.6336 1.8490 -0.1266
H -3.4510 -2.0264 0.4308
H 1.6064 0.2046 -5.3039
N -1.5047 -1.7798 1.5330
C 3.0795 2.5627 1.2543
H 1.3196 -1.1566 5.0553
N -1.1937 -0.6541 0.8432
Te 0.8210 -1.9538 -1.5545
H 0.2482 1.1938 -1.4850
C -4.2040 -0.8855 -1.1780
C -1.9954 -5.7412 2.7303
C 3.5116 1.1977 1.2848
C -0.4607 -3.9785 4.2389
H -2.4608 3.4993 -1.0995
F 2.6584 -2.3252 -1.8574
H -1.5608 -7.1902 4.2684
O 0.9944 -1.8974 0.3657
H -0.2994 2.1992 -5.4894
H -2.8166 1.8796 -2.6333
F 0.8009 -3.8102 -1.1660
H -4.7776 0.4627 -2.8211
F -1.1152 -2.3450 -1.6204
H -2.5950 -0.6027 -4.3987
C 0.1571 -1.3904 3.2605
C -1.5051 3.1239 -0.7222
C 0.6703 -1.8349 4.5172
H 0.3674 4.5982 1.6628
H 0.0955 2.8760 -3.9071
H -2.5725 -6.4348 2.1315
O 2.8198 0.2135 1.5385
O 5.9156 5.5318 1.0316
H -0.2097 -5.6148 5.6078
C 1.5479 0.1561 -4.2135
H 4.5886 1.0353 1.1280
C 1.6943 2.9206 1.3693